[1]
This record from the Open Molecules 2025 dataset describes a molecular structure, C32H36N5O2SSb2Zn. The level of theory is ωB97M-V/def2-TZVPD.

The geometry in ORCA input format:
```
! wB97M-V def2-TZVPD RIJCOSX def2/J DEFGRID3
* xyz 1 1
Zn -0.86128 0.72487 -0.84509
N -1.39102 2.91494 -0.73501
C -0.42048 3.60769 -1.61499
C 0.32773 2.58709 -2.48654
O 0.62368 2.85752 -3.63752
O 0.56636 1.45792 -1.90167
H -2.32048 3.01134 -1.13150
H -1.42899 3.37575 0.16766
H 0.32987 4.11859 -1.01042
H -0.90194 4.33356 -2.26692
C -2.24638 -0.44755 -6.45283
C -3.01848 -0.38109 -5.19406
N -4.30068 -0.42168 -5.07792
N -4.54523 -0.27803 -3.74497
C -3.43435 -0.12361 -3.01919
S -3.33749 0.19048 -1.37035
N -2.44033 -0.21855 -3.94106
N -1.11085 -0.21760 -3.58193
H -2.94001 -0.56762 -7.28012
H -1.54899 -1.28568 -6.44900
H -1.67832 0.47318 -6.59505
H -5.48727 -0.31212 -3.39483
H -0.68287 -1.11736 -3.77337
H -0.57996 0.49646 -4.08122
C 2.49494 -0.38185 2.73274
C 1.08892 -0.43560 3.33780
C 0.20153 -1.57931 2.83345
Sb -1.14185 -1.17506 1.16555
C -2.76278 -0.36638 2.30496
C -3.12053 0.96054 2.09076
C -4.15383 1.53829 2.81443
C -4.83335 0.78880 3.76215
C -4.47830 -0.53492 3.98228
C -3.44791 -1.11406 3.25637
C -1.90893 -3.14170 0.78137
C -1.99878 -4.08973 1.79365
C -2.52030 -5.34642 1.51990
C -2.93078 -5.66740 0.23415
C -2.82872 -4.72665 -0.78024
C -2.32249 -3.46447 -0.50673
Sb 2.56608 0.24124 0.64808
C 4.55266 -0.46299 0.21701
C 4.65891 -1.81411 -0.10562
C 5.86390 -2.34361 -0.54038
C 6.96973 -1.51593 -0.67607
C 6.87332 -0.17342 -0.34284
C 5.66986 0.35456 0.10637
C 2.97578 2.32763 0.95962
C 2.58558 2.97968 2.12542
C 2.77079 4.34987 2.26136
C 3.35556 5.07811 1.23570
C 3.74108 4.43630 0.06634
C 3.53881 3.07063 -0.07690
H 2.95312 -1.37241 2.77193
H 3.12651 0.28786 3.31751
H 0.56244 0.51911 3.21374
H 1.20933 -0.57249 4.41673
H -0.51099 -1.86221 3.61005
H 0.80401 -2.45546 2.58821
H -2.59174 1.54690 1.34450
H -4.42995 2.56986 2.63706
H -5.64091 1.23488 4.32692
H -5.01078 -1.11911 4.72158
H -3.19559 -2.15285 3.43111
H -1.65674 -3.86990 2.79832
H -2.60093 -6.07395 2.31688
H -3.32838 -6.65177 0.02647
H -3.13859 -4.97624 -1.78680
H -2.25307 -2.72397 -1.29557
H 3.78919 -2.45929 -0.01958
H 5.93572 -3.39442 -0.79028
H 7.90281 -1.91886 -1.04705
H 7.73864 0.46897 -0.44534
H 5.60808 1.40305 0.37061
H 2.13531 2.42620 2.94209
H 2.45558 4.84782 3.16961
H 3.50218 6.14469 1.34413
H 4.19746 5.00072 -0.73717
H 3.80612 2.58233 -1.00844
*
```

Output
- LUMO (eV) = -2.433
- relative energy (zero: lowest compared OMol25 entry of this formula, charge and spin) (kcal per mole) = 0.0
- E_tot (hartree) = -4323.0578
- HOMO-LUMO gap (eV) = 7.76
- E_HOMO (eV) = -10.1936

[2]
This record from the Open Molecules 2025 dataset describes 2 unconnected molecules or ions with the total composition C3H11N3 in a non-equilibrium geometry. The level of theory is ωB97M-V/def2-TZVPD.

The geometry in ORCA input format:
```
! wB97M-V def2-TZVPD RIJCOSX def2/J DEFGRID3
* xyz 0 1
C -0.67399 -2.07147 -1.32264
N -0.85264 -1.03060 -0.62864
C -2.15291 -0.38111 -0.82336
H 0.26633 -2.61752 -1.21815
H -1.17264 -2.26407 -2.28252
H -2.29730 0.39587 -0.07316
H -2.14720 0.17215 -1.76846
H -2.95947 -1.09925 -0.77835
N 0.28856 1.65828 0.78343
C 1.68290 1.45245 1.13405
N 2.21105 0.09369 1.06788
H -0.33577 1.59046 1.58411
H -0.04473 0.83581 0.27532
H 1.91474 1.96661 2.06715
H 2.30614 1.99237 0.41278
H 1.55986 -0.56779 1.46899
H 2.40707 -0.12587 0.10158
*
```

Output
- LUMO (eV) = 0.901
- relative energy (zero: lowest compared OMol25 entry of this formula, charge and spin) (kcal per mole) = 43.0
- E_tot (hartree) = -285.1093
- HOMO-LUMO gap (eV) = 9.56
- E_HOMO (eV) = -8.6544

[3]
This record from the Open Molecules 2025 dataset describes 2 unconnected molecules or ions with the total composition C5H11O2 in a non-equilibrium geometry. The level of theory is ωB97M-V/def2-TZVPD.

The geometry in ORCA input format:
```
! wB97M-V def2-TZVPD RIJCOSX def2/J DEFGRID3
* xyz -1 1
C 0.88084 1.73150 1.25903
C 1.98378 1.52278 0.22218
H 1.28517 2.15998 2.18224
H 0.03963 2.24531 0.80178
H 0.43274 0.84807 1.70314
H 2.80275 1.00332 0.69597
H 2.25533 2.45287 -0.27380
H 1.60396 0.88247 -0.58238
C -0.69219 -1.15713 0.04327
C -1.38819 -2.31225 -0.78771
C -1.10894 0.09364 -0.94827
O -0.23172 0.25477 -1.81562
O -2.19145 0.58044 -0.61159
H -1.24497 -1.20772 0.98913
H 0.35701 -1.42785 0.15303
H -0.99646 -2.34463 -1.81209
H -2.44417 -2.00957 -0.86427
H -1.34312 -3.31599 -0.35404
*
```

Output
- LUMO (eV) = 4.141
- relative energy (zero: lowest compared OMol25 entry of this formula, charge and spin) (kcal per mole) = 16.9
- E_tot (hartree) = -347.6227
- HOMO-LUMO gap (eV) = 7.82
- E_HOMO (eV) = -3.6797

[4]
This record from the Open Molecules 2025 dataset describes 2 unconnected molecules or ions with the total composition C5H11N3O in a non-equilibrium geometry. The level of theory is ωB97M-V/def2-TZVPD.

The geometry in ORCA input format:
```
! wB97M-V def2-TZVPD RIJCOSX def2/J DEFGRID3
* xyz 0 1
C -2.89657 -0.73909 -0.01566
C -1.37104 -0.60124 -0.45108
C 0.62783 0.48014 -0.06098
C 1.39714 -1.66516 1.05081
C 0.09496 2.62868 0.26849
H -2.67025 -0.44605 1.21777
H -3.44431 -1.80828 -0.03297
H -3.92432 0.15180 -0.53410
H -1.44486 -0.33397 -1.57005
H -0.89981 -1.75500 -0.16260
H 2.13101 -0.18305 -1.43955
H 1.31301 -2.87867 1.19524
H 1.08651 -0.74142 1.70828
H 0.00008 3.20347 -0.75938
H 0.38773 3.34954 1.23412
H -0.92178 2.59092 0.63174
N 1.26547 -0.41541 -0.80316
N 1.46313 -1.64859 -0.39378
N 1.01588 1.61227 -0.16378
O -0.61729 0.17410 0.41089
*
```

Output
- LUMO (eV) = 0.445
- relative energy (zero: lowest compared OMol25 entry of this formula, charge and spin) (kcal per mole) = 212.5
- E_tot (hartree) = -436.3084
- HOMO-LUMO gap (eV) = 9.17
- E_HOMO (eV) = -8.7283

Q: Which formula does entry 1 have?
A: C32H36N5O2SSb2Zn

Please write out number 4 again, unchanged.
This record from the Open Molecules 2025 dataset describes 2 unconnected molecules or ions with the total composition C5H11N3O in a non-equilibrium geometry. The level of theory is ωB97M-V/def2-TZVPD.

The geometry in ORCA input format:
```
! wB97M-V def2-TZVPD RIJCOSX def2/J DEFGRID3
* xyz 0 1
C -2.89657 -0.73909 -0.01566
C -1.37104 -0.60124 -0.45108
C 0.62783 0.48014 -0.06098
C 1.39714 -1.66516 1.05081
C 0.09496 2.62868 0.26849
H -2.67025 -0.44605 1.21777
H -3.44431 -1.80828 -0.03297
H -3.92432 0.15180 -0.53410
H -1.44486 -0.33397 -1.57005
H -0.89981 -1.75500 -0.16260
H 2.13101 -0.18305 -1.43955
H 1.31301 -2.87867 1.19524
H 1.08651 -0.74142 1.70828
H 0.00008 3.20347 -0.75938
H 0.38773 3.34954 1.23412
H -0.92178 2.59092 0.63174
N 1.26547 -0.41541 -0.80316
N 1.46313 -1.64859 -0.39378
N 1.01588 1.61227 -0.16378
O -0.61729 0.17410 0.41089
*
```

Output
- LUMO (eV) = 0.445
- relative energy (zero: lowest compared OMol25 entry of this formula, charge and spin) (kcal per mole) = 212.5
- E_tot (hartree) = -436.3084
- HOMO-LUMO gap (eV) = 9.17
- E_HOMO (eV) = -8.7283

Q: Look up the LUMO of the second one.
A: 0.901 eV

Q: Look up the LUMO of the third one.
A: 4.141 eV